Formula: C48H57BrCsIN8O8Si
Source: the OMol25 dataset
Level of theory: ωB97M-V with the def2-TZVPD basis set

Atoms and positions in Å:
Cs -0.054 0.794 0.756
I -1.657 -0.379 -2.355
Br -2.060 4.338 5.027
Si -1.360 -3.351 0.279
O -6.693 -2.509 3.153
O 2.856 5.449 -4.150
O -3.426 1.669 0.041
O 2.583 2.118 2.756
O -1.120 2.727 -1.334
O 2.510 -0.331 -4.540
O -4.713 -2.374 4.179
O 2.984 3.535 1.077
N 2.473 -0.829 2.067
N -3.591 -1.102 2.378
N 0.182 3.687 3.450
N 0.961 1.574 -3.019
N 4.524 1.768 -0.100
N 0.246 0.389 4.572
N -0.636 6.195 -2.053
N 4.442 2.070 -1.432
C -0.395 -4.171 1.778
C -3.847 -4.578 1.593
C 0.692 4.913 1.439
C 1.451 -1.672 2.673
C -1.044 2.987 -5.792
C 0.522 -5.272 1.599
C 5.558 0.895 0.085
C -0.517 -6.666 -2.211
C -5.269 -4.103 -0.754
C -2.220 2.273 -5.716
C 1.439 2.472 -2.272
C -1.393 1.155 -3.727
C 5.494 1.569 -3.541
C 1.024 -5.957 2.750
C -5.522 -2.129 3.144
C -0.002 2.683 -4.852
C 0.802 3.736 -2.103
C -3.128 -4.117 0.458
C -0.757 -4.510 -1.165
C 2.293 3.134 2.090
C -5.179 -4.757 1.584
C 2.756 5.176 -2.747
C -1.135 -5.826 -1.305
C 0.649 6.154 -2.242
C -0.672 -3.879 3.094
C -1.237 5.058 -1.674
C -0.140 1.772 -3.841
C -0.256 -4.602 4.204
C 0.884 -4.804 -2.959
C 1.484 -0.308 4.771
C 6.042 0.379 1.417
C -0.515 3.820 -1.650
C 0.627 -5.614 4.027
C -2.371 1.387 -4.681
C -5.915 -4.510 0.421
C 6.079 0.617 -1.155
C 0.179 -4.005 -2.072
C -0.966 4.312 3.431
C 1.385 4.975 -2.288
C 1.012 3.926 2.358
C -4.959 -1.380 1.963
C 1.365 -1.696 4.204
C -3.930 -3.755 -0.662
C 0.546 -6.149 -3.041
C -0.471 5.627 1.533
C -2.730 5.038 -1.558
C 5.378 1.430 -2.048
C -1.420 5.243 2.464
H -3.347 -0.103 2.319
H -3.238 4.361 -2.274
H -0.836 -7.698 -2.436
H -3.018 2.333 -6.463
H 0.863 -5.676 0.629
H 3.970 2.375 0.517
H -5.681 -5.077 2.493
H 2.160 6.040 -4.336
H -0.456 0.421 5.319
H 1.711 -0.381 5.867
H 1.111 7.156 -2.505
H 2.160 -2.341 4.556
H 0.897 3.202 -4.901
H 6.881 -0.281 1.128
H -5.530 -0.466 1.828
H -3.462 -3.364 -1.572
H -2.706 2.153 -0.471
H 1.678 -4.424 -3.555
H 0.429 -2.165 4.454
H 1.514 5.112 0.694
H -2.858 -1.551 1.806
H 3.174 5.959 -2.055
H -0.700 -4.332 5.116
H 2.079 0.130 -3.814
H -1.317 -2.982 3.292
H -1.867 -6.289 -0.633
H 2.660 0.092 2.524
H -5.093 -1.947 1.057
H 1.680 -6.774 2.543
H -3.017 4.702 -0.564
H -0.850 3.727 -6.539
H -2.373 5.649 2.452
H 1.724 -2.687 2.400
H 1.021 -6.676 -3.905
H 2.312 0.254 4.351
H 0.376 1.359 4.293
H -3.079 6.048 -1.710
H -6.990 -4.563 0.431
H 2.705 -1.254 -4.161
H 0.408 -2.974 -2.074
H 6.866 -0.065 -1.205
H 5.705 2.615 -3.903
H 0.984 -6.147 4.903
H -5.786 -3.799 -1.724
H 5.283 -0.175 1.993
H -3.327 -4.900 2.548
H 3.375 -1.327 2.083
H -0.742 6.463 0.896
H 2.425 2.363 -1.847
H -3.838 1.062 -0.585
H 4.464 1.330 -3.950
H -3.319 0.799 -4.614
H 3.430 4.335 -2.514
H 6.212 0.860 -3.999
H 6.466 1.267 2.001
H -3.877 -1.944 3.825
H 0.463 -1.512 2.214

Values from the calculation:
total energy	-6084.6914	Ha
E_LUMO	3.5	eV
frontier orbital gap	5.64	eV
maximum force	0.0694	hartree/bohr
HOMO	-2.19	eV
charge	-2

---

Formula: C48H57I2N8O7P
Source: the OMol25 dataset
Level of theory: ωB97M-V with the def2-TZVPD basis set

Atoms and positions in Å:
I 3.182 -2.722 0.544
I -5.110 3.336 -1.710
P -4.228 3.162 -5.165
O -0.366 1.271 0.082
O -3.697 2.520 -6.528
O 4.636 2.400 -4.686
O 2.387 -0.208 -3.386
O 0.632 1.042 -5.124
O -5.667 2.518 -4.932
O -4.252 4.620 -5.224
N 11.349 -7.829 -0.056
N -8.124 2.396 2.422
N 0.987 4.004 0.508
N -4.566 -1.200 2.316
N 6.379 -4.653 -0.034
N -5.640 -0.862 7.180
N -1.180 5.192 -8.421
N -3.328 -2.351 5.239
C 12.512 -8.684 1.620
C -1.891 1.995 -4.351
C 2.490 5.518 1.097
C 8.036 -5.729 -1.025
C 0.451 5.223 0.198
C 7.161 -5.158 0.966
C 2.229 4.174 1.056
C -0.945 1.531 -3.445
C -0.206 1.078 -1.109
C -8.808 3.574 2.277
C 3.618 1.935 -3.789
C -3.228 -1.332 2.034
C -3.830 0.825 1.817
C -0.144 4.196 -6.746
C 0.354 1.018 -3.946
C 0.691 4.141 -7.896
C 3.341 0.506 -4.221
C -7.832 -0.779 7.467
C -6.740 -1.606 7.502
C 1.629 -1.769 -0.575
C -2.623 -3.524 6.979
C -1.775 -2.394 6.815
C -9.038 4.079 3.528
C 6.903 -4.993 -1.249
C 1.005 0.405 -1.616
C -8.473 3.169 4.463
C -3.118 2.492 -3.905
C -7.916 2.141 3.751
C -6.011 0.432 6.942
C -7.368 0.516 7.108
C -2.433 2.049 -1.622
C 4.128 2.035 -2.357
C 8.201 -5.833 0.385
C -2.235 -1.691 5.732
C 0.281 -2.114 0.025
C -4.937 0.112 2.185
C 1.360 6.185 0.551
C -3.373 2.519 -2.528
C -1.220 1.558 -2.085
C 12.503 -8.322 -0.598
C -3.568 -3.471 5.988
C 13.248 -8.861 0.417
C 1.291 0.421 -2.934
C -1.295 4.849 -7.104
C 1.909 -0.259 -0.622
C -2.744 -0.091 1.717
C 0.023 4.766 -8.914
C 11.347 -8.044 1.295
H -1.650 2.001 -5.404
H -2.180 5.098 -6.541
H -1.883 -0.784 5.272
H 1.669 3.693 -7.969
H 0.170 -3.190 0.147
H -3.739 1.558 -6.559
H -2.741 -2.291 2.087
H -5.658 1.607 -4.615
H 4.215 2.812 -5.446
H 6.914 -4.998 2.001
H -1.727 0.140 1.450
H -9.555 4.997 3.750
H 0.300 4.943 -9.939
H -8.477 3.261 5.536
H 2.945 -0.104 -0.917
H 12.697 -8.248 -1.654
H 5.013 2.669 -2.361
H 8.673 -6.142 -1.790
H 1.740 0.168 0.364
H 12.806 -8.990 2.610
H -5.183 -1.949 2.573
H -5.949 0.423 2.376
H 3.389 5.973 1.477
H -0.527 5.304 -0.245
H 0.168 -1.661 1.010
H 2.741 2.567 -3.919
H 14.212 -9.328 0.310
H 3.022 0.455 -5.256
H -7.963 1.406 6.987
H 10.522 -7.724 1.909
H 3.402 2.514 -1.701
H -8.849 -1.069 7.672
H 1.704 -2.159 -1.588
H 0.543 3.117 0.350
H -1.880 5.680 -8.948
H 1.230 7.248 0.434
H 6.427 -4.687 -2.164
H -7.828 1.809 1.665
H -2.627 2.068 -0.560
H -2.549 -4.285 7.737
H -4.699 -1.212 7.121
H -0.523 -1.745 -0.614
H -7.394 1.258 4.081
H 2.817 3.329 1.372
H 5.543 -4.110 0.099
H 4.270 -0.052 -4.114
H -3.869 -2.044 4.452
H 8.988 -6.342 0.913
H 10.616 -7.376 -0.570
H -3.800 1.889 1.649
H 0.079 3.800 -5.769
H -6.652 -2.656 7.726
H -5.283 1.178 6.673
H 4.408 1.065 -1.947
H -0.927 -2.128 7.422
H -4.392 -4.125 5.760
H -9.070 3.950 1.303

Values from the calculation:
total energy	-3764.7658	Ha
E_LUMO	-2.2	eV
structure (SMILES)	C[C@H](I)CC1=C(OC[C@@H](C)O)C(=O)c2cc(P(=O)(O)O)c(I)cc2C1=O.c1cc[nH]c1.c1cc[nH]c1.c1cc[nH]c1.c1cc[nH]c1.c1cc[nH]c1.c1cc[nH]c1.c1cc[nH]c1.c1cc[nH]c1
frontier orbital gap	5.96	eV
maximum force	0.0101	hartree/bohr
HOMO	-8.19	eV

---

Formula: C48H59BF3N9RuS
Source: the OMol25 dataset
Level of theory: ωB97M-V with the def2-TZVPD basis set

Atoms and positions in Å:
Ru 0.145 -0.005 -0.128
S 3.396 0.448 -1.382
F 6.260 0.710 6.410
F 5.803 -1.227 7.233
F 7.401 -1.009 5.808
N -0.584 1.528 1.292
N -1.336 0.876 -1.260
N -2.593 0.957 -0.772
N -0.323 -1.662 -1.776
N -1.345 -1.361 1.035
N -2.597 -0.863 1.047
N 2.936 -1.697 -3.375
N 1.976 -0.334 -1.663
N -1.908 1.484 1.565
C -1.332 1.349 -2.508
C -0.102 1.458 -3.349
C 6.158 -0.600 6.108
C 5.194 -0.814 4.976
C -4.856 1.854 -1.644
C 0.203 2.924 -3.670
C -5.798 0.690 -1.330
C 0.656 -3.739 0.442
C 5.410 1.018 -3.135
C 3.984 -1.465 5.178
C 6.191 0.758 -4.240
C -3.900 4.110 3.056
C 3.085 -1.562 4.136
C 5.530 -0.293 3.730
C 2.090 2.367 3.347
C -3.442 -1.796 1.539
C 4.637 -0.392 2.685
C -2.692 -2.927 1.815
C -5.264 -1.923 3.227
C 4.322 0.201 -2.848
C -0.758 -3.833 -3.458
C 3.392 -1.003 2.889
C -0.551 -4.809 2.341
C 2.406 -0.943 1.883
C -1.804 -3.289 -2.700
C 1.901 -1.386 -2.518
C -2.204 2.373 2.534
C 0.475 -3.244 -3.410
C 4.808 -1.139 -4.796
C -3.544 2.622 3.148
C -3.501 2.177 4.614
C -0.032 2.458 2.076
C 2.150 2.541 0.824
C 0.694 -2.119 -2.570
C -3.402 1.493 -1.711
C -1.370 -2.616 1.486
C -1.520 -2.214 -1.879
C -1.023 3.009 2.884
C -5.091 3.049 -0.714
C -5.718 -2.493 0.808
C -4.909 -1.617 1.769
C 1.507 -0.718 1.084
C -0.157 -3.474 1.713
C 4.004 -0.895 -3.676
C 5.882 -0.322 -5.069
C -0.257 0.656 -4.644
C -2.623 1.750 -2.832
C 1.394 2.910 2.094
B -2.868 0.624 0.718
H -4.671 -1.307 3.899
H 1.363 4.003 2.173
H -1.191 -5.371 1.666
H -3.068 -3.846 2.210
H -3.807 4.471 2.034
H 2.082 1.282 3.344
H 1.524 -4.349 0.688
H -4.946 2.783 0.328
H -5.690 0.342 -0.309
H 1.159 2.993 -4.183
H -6.778 -2.310 0.958
H 2.812 -2.512 -3.961
H -3.978 0.890 0.979
H -0.556 3.350 -4.321
H -2.950 2.182 -3.756
H 1.013 -2.804 0.010
H -4.476 2.302 5.078
H 0.337 -5.404 2.537
H -2.779 2.776 5.163
H 3.746 -1.873 6.147
H -1.102 1.024 -5.225
H 7.036 1.384 -4.468
H 5.626 1.848 -2.483
H 0.739 1.058 -2.768
H -1.074 -4.660 3.281
H 3.121 2.707 3.390
H -3.242 4.696 3.692
H -0.889 3.782 3.612
H 1.601 2.864 -0.065
H 4.880 0.012 1.713
H 4.573 -1.970 -5.446
H 6.493 -0.521 -5.934
H 0.055 -4.272 -0.292
H -5.175 -0.576 1.584
H -6.108 3.412 -0.837
H 0.258 3.522 -2.762
H 6.483 0.198 3.603
H -5.470 -2.260 -0.225
H -4.922 4.276 3.384
H -5.086 -2.967 3.467
H -5.520 -3.547 0.983
H 2.135 -2.056 4.276
H 1.276 -3.637 -4.018
H -4.403 3.856 -0.956
H -6.825 1.020 -1.472
H -3.210 1.131 4.691
H 0.490 -2.926 2.410
H 2.303 1.463 0.790
H -0.419 -0.399 -4.435
H -4.310 2.041 2.630
H -5.606 -0.140 -2.007
H -2.313 -1.779 -1.283
H -5.100 2.186 -2.661
H 1.581 2.711 4.242
H -6.315 -1.707 3.399
H 3.128 3.019 0.824
H 0.639 0.754 -5.252
H -2.800 -3.696 -2.750
H -0.924 -4.703 -4.075

Values from the calculation:
total energy	-3174.7000	Ha
E_LUMO (alpha / beta)	-3.8 / -4.2	eV
frontier orbital gap (alpha / beta)	6.24 / 5.79	eV
maximum force	0.0989	hartree/bohr
HOMO (alpha / beta)	-10.00 / -9.99	eV
charge	+1
energy above the lowest of the compared OMol25 structures with the same formula, charge and spin	0.00	kcal/mol
multiplicity	2

---

Formula: C48H59FeN2O3
Source: the OMol25 dataset
Level of theory: ωB97M-V with the def2-TZVPD basis set

Atoms and positions in Å:
Fe 5.133 -2.599 -4.276
O 7.260 -3.946 -5.744
O 4.882 -0.752 -6.515
O 7.295 -0.907 -3.278
N -0.077 1.818 0.530
N -1.855 0.880 1.541
C -5.620 1.213 -0.808
C -0.591 0.776 -2.608
C -2.394 -1.939 -0.224
C -0.504 -0.945 3.405
C 2.636 -3.093 -4.685
C 2.490 3.812 2.611
C 6.431 -1.597 -3.636
C 3.616 2.296 0.148
C 6.396 -3.441 -5.149
C -2.111 -0.791 5.262
C 2.483 2.302 2.309
C -1.874 -1.368 3.856
C 2.377 2.124 0.753
C -5.309 2.692 1.197
C 3.776 1.673 2.869
C 3.634 -4.068 -4.764
C -4.269 0.415 1.229
C -0.338 -0.530 0.112
C 0.786 2.201 -4.009
C -2.293 -4.222 0.636
C -5.406 -0.314 1.552
C 4.425 -4.591 -3.726
C -3.014 -3.156 0.067
C 2.696 1.893 -2.015
C 3.804 2.098 -1.206
C -0.908 -4.121 0.811
C -3.520 2.253 -0.505
C 1.449 1.561 3.110
C 2.600 -2.041 -3.794
C -3.022 0.072 1.859
C -0.265 -2.943 0.458
C 4.466 -2.662 -2.221
C -0.722 2.920 1.250
C -5.375 -1.368 2.443
C -4.204 -1.622 3.131
C 1.398 1.935 -1.505
C -1.724 2.221 2.145
C -0.814 0.659 0.666
C 4.658 -4.010 -2.501
C -1.798 -2.895 3.979
C -3.020 -0.929 2.881
C -4.635 1.631 0.301
C 0.253 2.042 -2.576
C 1.234 1.945 -0.082
C -1.025 -1.792 0.107
C 3.555 -1.779 -2.813
C 4.988 -1.496 -5.630
C -0.610 3.273 -2.307
H 3.669 -4.636 -5.702
H 3.874 0.637 2.523
H -0.002 4.186 -2.376
H 5.244 -4.583 -1.778
H 0.277 -1.430 4.013
H 0.448 1.922 2.950
H -0.059 2.307 -4.706
H -5.742 2.029 -1.535
H -2.715 -3.315 4.395
H 1.409 3.097 -4.118
H -2.785 2.763 0.098
H 1.494 0.493 2.878
H 2.873 1.777 -3.085
H -2.700 2.720 2.196
H -0.383 0.132 3.503
H -3.020 -1.210 5.707
H -2.803 -5.140 0.916
H -4.242 -2.388 3.904
H 4.999 -2.267 -1.352
H 1.813 4.371 1.950
H 1.352 1.320 -4.340
H 1.638 1.671 4.189
H -6.341 2.386 1.413
H 0.019 3.527 1.781
H -1.621 -3.379 3.014
H -4.795 2.795 2.163
H -1.211 3.584 0.523
H 0.049 -0.110 -2.722
H -6.366 -0.047 1.114
H -1.267 -1.031 5.928
H -1.426 3.340 -3.043
H -2.951 -1.097 -0.650
H 1.812 -1.288 -3.929
H -6.621 0.982 -0.439
H -0.314 -1.233 2.371
H 0.699 -0.511 -0.237
H -5.233 0.345 -1.357
H -1.319 0.802 -3.437
H -0.321 -4.959 1.183
H 0.819 -2.831 0.493
H 3.737 1.648 3.968
H -1.153 0.660 -1.679
H 4.805 2.128 -1.631
H 4.472 2.580 0.756
H 1.869 -3.115 -5.470
H 4.886 -5.562 -3.923
H 4.678 2.228 2.606
H 3.551 -0.767 -2.390
H -2.206 0.304 5.240
H -1.379 2.109 3.186
H -1.054 3.234 -1.309
H -6.263 -1.968 2.613
H -0.963 -3.171 4.640
H 2.208 4.022 3.655
H -5.334 3.683 0.718
H -3.940 3.025 -1.172
H 3.503 4.200 2.440
H -4.074 -3.280 -0.138
H -3.021 1.520 -1.152

Values from the calculation:
total energy	-3462.9591	Ha
E_LUMO (alpha / beta)	-2.1 / -5.0	eV
frontier orbital gap (alpha / beta)	5.69 / 6.12	eV
maximum force	0.1033	hartree/bohr
HOMO (alpha / beta)	-7.79 / -11.07	eV
charge	+1
multiplicity	5